# 1
A 10-piece molecular cluster, C39H91F6N5O17P overall in a non-equilibrium geometry, computed with wB97M-V/def2-TZVPD.

Spin multiplicity: 2
Orbital gap (spin up / spin down) in eV: 1.255 / 8.574
Charge: -2
E_LUMO (spin up / spin down) in eV: 3.46 / 3.41

Structure (XYZ):
```
159
Properties=species:S:1:pos:R:3:forces:R:3
P 15.6394 14.4946 1.8558 0.14 -1.13 -0.90
F 15.1784 13.9151 0.3933 0.99 -0.85 0.19
F 15.9392 15.1039 3.3391 0.34 0.34 -0.45
F 14.6424 13.4452 2.5529 -0.42 -0.28 0.22
F 16.6784 15.4674 1.1186 0.30 0.37 0.37
F 16.8719 13.4094 2.0615 -0.69 0.51 -0.33
F 14.4551 15.5379 1.6235 -0.61 1.16 0.77
O 21.1896 15.5155 2.9467 0.93 0.21 -1.63
O 21.0440 18.3162 -2.0223 -0.45 -0.88 -0.86
O 19.2647 12.6783 -1.9531 -0.07 -0.04 -0.87
O 20.8147 19.0188 6.2530 -1.22 -0.17 1.09
O 12.3832 13.0199 -5.2088 -1.56 0.78 -0.94
O 20.3627 12.6460 1.4919 0.12 0.41 0.43
O 16.5664 11.3935 6.1336 0.83 0.46 0.20
O 11.0250 9.1189 -0.2462 -0.52 -0.82 -0.27
O 17.3344 19.1063 2.3153 -0.59 -1.14 0.62
O 18.5851 16.6999 -2.5373 -0.84 0.35 -0.88
O 19.9148 14.8162 6.9137 -0.73 1.32 0.09
O 23.3423 19.3321 -3.5443 0.30 -1.40 -0.31
O 15.2800 9.8399 2.7684 -1.11 -0.50 1.76
O 19.6020 19.5886 3.9595 0.10 0.45 0.49
O 16.1997 21.2151 -1.4826 -1.02 -0.28 1.12
O 16.6325 14.2476 6.9103 -0.16 -1.26 1.54
O 10.6141 19.0998 3.8436 0.29 0.39 -0.10
N 11.9884 17.3266 3.7023 2.20 -2.04 0.22
N 13.9755 12.6456 -3.7322 1.24 -1.29 2.28
N 15.0280 19.3421 -0.9585 -0.24 -0.80 0.12
N 11.1735 11.3443 0.2970 1.02 -0.24 1.44
N 15.7144 9.7500 0.5188 0.48 1.78 0.99
C 19.6853 13.1010 0.2980 0.78 1.04 0.92
C 22.6732 20.4439 -4.1127 0.44 -0.10 0.79
C 20.6909 20.4256 4.3695 -1.52 -1.02 -0.53
C 19.5433 11.9590 -3.1447 -1.45 0.03 -0.28
C 13.5106 13.2172 -4.8269 0.24 -1.06 -0.57
C 15.1476 8.4425 0.2102 1.09 -0.15 -0.68
C 11.7305 18.6208 3.9983 -1.69 -0.68 -0.08
C 10.9823 16.3206 3.3172 -0.73 0.69 0.65
C 20.2526 12.4840 -1.0062 -0.21 -0.13 2.04
C 21.5264 18.2416 7.1905 1.30 1.15 0.04
C 19.8617 13.4359 6.7744 -0.24 -1.47 -0.92
C 13.1946 16.6277 4.2885 0.47 1.79 -0.66
C 15.2745 20.6576 -0.8766 0.24 0.32 -1.54
C 15.7308 10.3634 1.7995 1.40 -1.12 -3.53
C 23.3152 19.2477 -2.1279 -1.11 1.66 0.28
C 15.3837 12.6618 -3.3493 -0.47 0.52 0.31
C 19.9310 14.8976 2.7732 0.65 -1.64 0.98
C 18.6431 15.4739 7.1984 -0.33 -0.52 -0.78
C 20.0188 13.3092 2.7461 -0.49 0.64 -0.90
C 19.7093 18.9342 2.7148 -1.16 0.39 -0.42
C 21.8664 15.3224 4.1674 -1.32 0.57 0.24
C 20.0450 17.8457 -1.0828 1.94 -0.08 0.15
C 15.8741 18.5369 -1.8266 0.61 -0.52 0.51
C 21.6066 19.6504 5.2898 -0.70 -0.26 -0.66
C 18.3858 18.1406 2.4822 1.33 0.95 -0.21
C 13.0893 11.9809 -2.7350 -0.83 0.84 -1.18
C 15.5896 10.3903 6.3110 0.04 -0.37 -1.63
C 21.8871 19.3206 -1.5400 0.19 -0.34 0.42
C 10.0306 11.8319 -0.3693 -0.95 1.84 -1.45
C 11.6076 10.0434 0.2476 0.77 2.27 0.17
C 19.3624 16.5026 -1.4013 -0.35 1.72 -0.06
C 16.0613 18.3975 2.3561 1.09 -0.18 -0.89
C 17.7784 15.6241 -2.9911 0.29 0.06 -0.20
C 11.9887 12.4386 0.9379 -0.01 -0.78 -0.42
C 15.6073 13.6228 6.1941 1.14 -1.03 -2.13
C 13.7885 18.6768 -0.4701 0.34 1.05 -0.55
C 16.5277 10.3208 -0.5871 -0.22 0.16 0.09
C 17.5080 15.0790 6.2205 -0.10 0.56 0.03
C 16.1919 12.5057 5.2748 -1.40 -0.42 1.21
H 21.4914 20.3243 -1.6951 -0.32 0.18 -0.43
H 12.8104 12.0866 1.5616 -0.11 -0.53 -0.21
H 21.2010 12.9223 -1.3170 0.16 0.41 0.11
H 15.9433 9.4549 6.7444 0.79 0.50 0.72
H 21.9157 19.2444 -0.4530 0.52 -0.08 0.39
H 9.3315 11.2444 -0.9643 0.52 -1.15 0.70
H 17.0167 12.8177 4.6342 0.19 -0.10 0.36
H 15.5964 18.4698 -2.8785 -0.66 0.15 0.01
H 19.0819 12.9385 3.1618 -0.55 -0.05 -0.56
H 16.1843 17.6099 3.0995 -0.72 0.11 0.18
H 10.5890 15.9352 4.2578 -0.53 -0.06 0.05
H 20.9611 17.7793 7.9996 -0.71 0.07 -0.64
H 21.1951 15.7759 4.8966 0.25 -0.17 0.77
H 15.8772 17.9201 1.3936 0.32 -0.37 -0.13
H 19.6286 10.9031 -2.8881 0.65 -0.16 -0.26
H 18.6548 12.0181 -3.7733 -0.34 0.05 0.08
H 18.6112 13.0104 0.4598 -0.11 -0.49 -0.58
H 15.3861 10.0250 5.3044 -0.99 0.16 -0.19
H 9.4275 12.4844 0.2621 -0.07 -0.11 0.34
H 12.6361 10.0583 0.6403 0.08 -0.77 0.28
H 23.9234 18.4847 -1.6420 -0.22 -0.77 -1.07
H 16.9018 11.3403 -0.4936 -0.42 0.22 1.01
H 20.0467 15.6563 -1.4606 0.27 0.05 -0.25
H 14.6997 10.6988 6.8597 -0.14 0.24 -0.08
H 18.2894 17.4131 3.2881 -0.66 0.32 0.58
H 10.4111 12.4952 -1.1461 0.01 0.50 -0.22
H 22.2544 20.4492 5.6508 0.85 -0.48 0.62
H 23.0123 20.5848 -5.1390 0.09 -0.26 0.08
H 15.9613 7.7386 0.0357 0.44 -0.17 0.22
H 14.2777 13.7412 -5.4178 -0.02 0.20 0.12
H 19.8675 14.1734 0.2272 -0.09 0.22 -0.10
H 22.0439 14.2820 4.4400 0.08 -0.12 -0.14
H 12.5322 19.2273 4.4473 0.35 -0.43 -0.22
H 10.1738 16.7314 2.7124 0.12 0.26 0.24
H 15.1765 19.0282 2.4422 0.45 0.50 0.75
H 19.4573 12.8572 7.6048 0.17 0.33 0.56
H 15.3792 12.2134 4.6098 0.03 -0.27 -0.21
H 14.9018 13.0717 6.8158 0.16 0.56 0.60
H 19.2906 13.0465 5.9315 -0.83 0.58 -0.32
H 15.6434 11.6468 -3.0485 0.31 0.21 -0.03
H 17.0578 15.2526 -2.2625 0.47 -0.34 0.66
H 18.7237 16.5588 7.1311 0.86 -0.07 -0.07
H 14.0813 17.2483 4.1591 -0.04 0.36 -0.30
H 22.1910 18.9500 7.6851 0.47 -0.05 0.43
H 16.8983 18.9081 -1.8643 -0.14 0.06 0.40
H 23.8158 20.1539 -1.7869 0.01 0.55 0.42
H 20.3032 12.3824 -3.8016 0.73 -0.12 0.50
H 21.5875 20.3474 -4.1034 -0.07 -0.10 0.09
H 19.4138 15.3327 1.9181 0.35 -0.17 -0.14
H 19.7164 19.7014 1.9406 0.23 0.14 -0.38
H 11.4014 13.0771 1.5979 -0.46 -0.20 -0.14
H 16.0707 13.0110 -4.1201 -0.28 -0.17 -0.31
H 13.3084 10.9706 -2.3897 0.93 0.07 -0.35
H 18.7126 16.3609 -0.5377 -0.18 -0.38 0.37
H 20.2422 21.2671 4.8975 -0.09 -0.07 0.27
H 19.3289 15.1692 3.6402 -0.34 -0.18 0.27
H 22.1771 17.5023 6.7233 -0.16 -0.31 -0.24
H 14.7462 8.5185 -0.8003 -0.80 -0.04 0.19
H 17.9660 14.7234 5.2975 0.05 -0.84 0.00
H 15.8662 17.5411 -1.3833 0.24 -0.16 -0.30
H 11.3403 15.4279 2.8043 0.83 0.50 -0.18
H 17.4502 9.7754 -0.7859 -0.18 -0.60 -0.03
H 22.8013 15.8828 4.1676 -0.01 -0.11 -0.33
H 20.7179 12.9382 3.4956 0.51 0.25 -0.33
H 12.9663 12.6283 -1.8667 0.16 0.03 0.07
H 20.8193 13.0274 6.4516 0.59 0.47 0.72
H 14.4528 21.1846 -0.3674 0.34 0.28 0.43
H 16.8493 15.8543 5.8295 0.48 1.09 0.20
H 20.4878 11.4399 -0.7996 -0.25 -0.47 -0.21
H 18.4558 14.8717 -3.3947 -0.37 -0.52 0.19
H 16.3273 11.2887 1.7855 -0.37 0.08 0.01
H 17.1069 15.9447 -3.7876 0.43 0.53 -0.26
H 14.5092 7.9321 0.9315 -0.25 0.88 0.09
H 13.1772 16.5376 5.3747 -0.67 -0.67 0.01
H 12.1234 11.8852 -3.2310 -0.08 0.16 0.10
H 15.9410 10.4056 -1.5018 -0.10 -0.58 -0.01
H 15.0832 14.3312 5.5526 -0.22 0.27 0.02
H 13.3213 19.1851 0.3733 0.38 0.25 0.10
H 13.9704 17.6456 -0.1672 0.17 0.07 -0.20
H 18.3561 15.2310 8.2215 -0.23 -0.15 0.02
H 18.4593 17.4961 1.6063 0.13 0.15 -0.45
H 22.0604 18.8079 4.7678 0.92 0.43 -0.43
H 15.4730 13.3652 -2.5215 0.36 -0.22 0.42
H 21.1881 20.8662 3.5053 0.43 -0.19 -0.13
H 22.9795 21.3082 -3.5234 -0.23 0.54 -0.08
H 13.0669 18.7457 -1.2842 -0.20 -0.52 -0.03
H 13.4694 15.7425 3.7148 -0.57 -0.12 0.39
H 20.6291 18.3537 2.6423 -0.13 -0.51 -0.02
H 20.6414 17.6273 -0.1970 -0.17 0.00 0.66
H 19.4179 18.7090 -0.8604 -0.75 -0.39 -0.04
H 12.4503 13.0818 0.1887 -0.13 0.01 -0.17
```
Forces are in eV/Å.

# 2
A 14-piece molecular cluster, C39H92ClIN2O18S overall in a non-equilibrium geometry, computed with wB97M-V/def2-TZVPD.

Relative energy (zero: lowest compared OMol25 entry of this formula, charge and spin) in kJ/mol: 1886.9
Orbital gap in eV: 7.332
Charge: 0
E_LUMO in eV: -1.34

Structure (XYZ):
```
154
Properties=species:S:1:pos:R:3:forces:R:3
I -1.5494 4.7237 1.9596 0.86 -1.80 -0.55
Cl -0.5693 -0.3121 -4.7296 0.91 -0.33 0.16
S 0.5789 -2.0215 -4.3328 -1.85 -8.08 0.56
O -3.6155 1.9691 3.4376 3.16 -5.28 -5.92
O -2.0842 -2.3349 2.5136 -1.15 7.69 -2.98
O 2.4029 -4.9561 2.8181 -0.70 2.17 0.18
O -5.5373 3.9181 1.8689 0.02 -0.32 0.06
O 5.5474 4.0013 4.5953 0.11 -0.59 0.14
O 1.8342 7.1366 -0.9788 0.56 0.01 -0.26
O 0.7987 2.9010 -3.3421 -0.23 -0.57 -0.06
O -0.0910 -2.7820 -3.1433 2.46 3.78 -3.66
O 5.6136 -2.3941 -2.9412 -0.50 -0.75 -0.37
O 6.6762 1.8877 1.0832 -0.15 0.08 0.21
O 0.5569 -2.9292 -5.5862 0.47 4.05 3.61
O -11.8634 -2.9803 5.1342 -0.52 -0.03 -0.23
O -8.0852 -3.2012 2.3197 0.28 -0.64 0.02
O 1.9903 3.7302 -8.9872 -0.59 -0.09 -0.14
O -3.2603 0.1719 -2.2020 -0.17 -0.13 -0.67
O -1.3152 -3.4444 5.0739 0.10 0.07 -0.21
O 5.8221 -1.8250 -0.3155 -0.23 -0.25 -0.16
O 3.0766 1.0813 -5.9752 -0.26 0.09 0.67
N -3.4046 -0.1767 1.9660 0.59 -0.29 2.80
N 3.6372 2.0387 2.6866 -0.77 -0.73 0.84
C -2.9004 -3.7801 -0.2458 -0.25 -1.40 0.25
C 6.3687 -2.3912 0.8613 -0.05 -0.08 0.03
C -1.0097 -0.0945 1.4888 1.73 2.70 -0.55
C -4.5187 -3.4352 -0.2168 0.48 0.39 -0.85
C -1.5565 1.4147 1.8206 2.66 -0.90 -1.09
C 6.6352 1.4536 -0.2638 -0.23 -0.08 0.26
C 2.5814 -0.2530 -3.0453 0.83 0.24 0.47
C -1.1748 -5.7701 -0.8382 -0.08 0.39 -0.17
C 1.7926 -4.1872 1.7016 -0.67 0.03 0.28
C -2.5190 -4.9565 -1.3725 -0.24 -0.30 1.35
C -2.3344 1.0432 -1.5791 0.04 0.13 -0.20
C 3.0355 0.6472 -7.3221 -0.30 0.00 -0.25
C 1.2831 0.9848 0.2875 -2.71 0.31 1.51
C 5.5394 5.2238 5.3092 0.08 -0.09 0.20
C 6.3869 -1.3200 -3.4437 0.17 0.17 -0.16
C 0.3946 -4.9722 1.2972 -0.41 0.62 -0.09
C 3.0429 3.9979 0.9855 -0.20 0.85 0.03
C 2.8837 -0.4956 -1.4183 1.17 -0.19 -0.53
C 1.5720 3.9751 -3.8446 0.09 -0.01 -0.28
C -3.0088 1.1671 2.5387 -0.18 2.74 1.99
C -5.5454 5.1407 2.5828 0.03 -0.30 0.02
C 2.3763 -1.6474 -3.8826 1.98 1.47 -0.28
C 3.2594 4.1096 -9.4869 -0.05 0.05 -0.18
C 0.4469 7.2726 -1.2266 0.01 0.09 -0.20
C -0.7203 2.7693 1.4320 1.31 -5.35 -0.76
C 0.4133 -0.3751 0.7260 -1.96 4.26 1.31
C 0.0293 -4.7915 -0.3081 1.17 -0.09 -0.06
C -4.7430 -0.7570 2.3639 -1.46 0.59 1.21
C 1.6005 3.8533 0.1824 0.29 -0.88 -0.55
C 2.7061 0.8678 -0.5256 -0.47 0.55 -0.58
C -5.6625 -1.3017 1.1191 0.09 -1.38 -0.21
C -9.3542 -2.6241 2.5663 -0.14 -0.15 0.15
C -4.8248 -1.7932 -0.2013 -0.98 -0.67 -0.80
C -2.1867 -1.0852 2.0539 1.30 -2.38 0.76
C 3.0116 3.4076 2.5147 0.46 1.00 1.17
C -2.3502 -3.3544 6.0357 0.09 0.05 -0.28
C -11.2002 -2.4812 6.2811 -0.20 0.07 0.08
C 0.7338 2.5244 0.6427 -1.91 -1.76 0.74
C 2.1998 -4.2776 4.1098 0.38 0.17 1.26
H 6.2044 0.4505 -0.3113 0.06 -0.01 -0.30
H 2.5432 3.6014 -4.1779 0.10 0.24 -0.08
H 1.7199 4.7091 -3.0491 -0.08 -0.15 -0.02
H -5.0668 -3.9735 0.6858 1.25 1.12 -1.88
H -10.1346 -2.7093 6.2027 -0.19 0.00 -0.06
H -8.1696 -4.1566 2.4799 0.13 0.55 -0.12
H 2.1601 1.0923 -5.6503 0.52 0.01 -0.17
H -9.2939 -1.5469 2.3947 0.10 -0.18 -0.01
H 3.9989 4.0133 -8.6886 -0.20 -0.02 -0.07
H 2.8430 -2.5602 -3.2973 -1.65 1.63 -1.12
H -2.6463 -4.2736 0.8009 -0.27 1.24 -2.11
H -5.9011 5.9352 1.9227 0.04 -0.17 0.03
H 3.6635 4.1513 3.1824 -1.39 -1.74 -1.56
H 4.0447 -0.7701 -1.3758 -2.65 0.51 0.02
H 0.7663 -1.4724 0.5174 -0.76 2.47 0.41
H -2.5944 -2.3040 6.2123 -0.20 -0.02 0.21
H 6.5529 5.4578 5.6443 -0.08 0.24 0.08
H 1.3553 3.8258 -9.7173 0.30 -0.08 0.50
H 2.4330 1.3425 -7.9118 0.09 -0.12 -0.20
H -12.8062 -2.7633 5.2320 0.55 -0.18 -0.16
H 2.6290 -4.9963 4.9584 -0.90 1.52 -2.01
H 3.6531 1.0452 0.1742 -2.28 -0.55 -1.22
H 3.2236 5.1484 -9.8242 0.27 0.00 -0.05
H 5.8600 -0.8493 -4.2775 0.14 0.17 -0.06
H 2.7204 1.7742 -1.3009 -0.10 -1.83 1.69
H 5.8673 3.3156 5.2061 -0.13 0.35 -0.45
H 0.1593 6.6252 -2.0587 -0.29 0.03 0.02
H 3.5355 3.4551 -10.3173 0.25 0.11 -0.03
H 3.9791 1.8913 3.6839 -0.57 0.71 -1.74
H 2.9125 1.2680 2.5756 1.03 1.45 -0.04
H -4.5522 -1.5477 3.2139 -0.46 1.28 -1.93
H -3.1437 0.2699 -3.1623 -0.14 -0.16 0.56
H 1.7178 0.5127 -3.2396 1.48 -1.58 0.53
H 5.6040 -2.9815 1.3719 0.15 -0.06 0.22
H 2.2973 7.4051 -1.7906 -0.17 -0.16 0.55
H 6.0326 2.1489 -0.8534 0.01 -0.02 -0.31
H -0.7551 -6.4163 -1.7190 -0.83 1.10 1.71
H -3.8535 -1.1830 -0.4334 -1.94 -1.20 0.62
H 1.0324 4.8685 0.3059 0.71 -2.30 -0.04
H -1.3184 0.7634 -1.8679 0.17 0.18 0.20
H 1.9449 3.3953 3.0171 1.77 0.35 -1.43
H 4.0532 0.6235 -7.7188 -0.11 0.04 0.17
H 2.5400 -4.0598 0.7871 -1.40 -0.68 1.92
H -5.2175 3.2325 2.4797 0.00 0.24 -0.31
H 0.2191 8.3142 -1.4658 -0.27 -0.04 -0.01
H -11.3356 -1.3985 6.3391 0.18 0.03 0.22
H -0.4525 -4.5094 1.9964 1.66 -1.03 -1.64
H 2.3192 -1.4366 -1.0124 0.85 1.93 -0.74
H 1.0451 4.4458 -4.6784 0.19 0.19 -0.02
H -11.6079 -2.9586 7.1756 0.19 0.12 0.16
H 4.8701 5.1403 6.1689 0.02 0.27 0.07
H -4.9543 -3.8764 -1.2343 0.75 0.95 2.26
H 1.0103 -5.1169 -0.9047 -1.96 0.76 1.29
H 7.6528 1.4299 -0.6605 -0.10 0.05 0.10
H -2.4396 0.9572 -0.4951 -0.07 -0.05 -0.32
H 0.4558 -6.1262 1.5687 0.21 2.49 -0.63
H -2.2166 -2.8454 -0.4161 -1.49 -1.66 0.35
H -6.2146 5.0572 3.4425 0.04 0.27 0.10
H 5.1837 6.0183 4.6491 0.05 -0.19 0.03
H -2.0086 -3.8086 6.9687 0.01 0.05 -0.16
H 5.4989 -3.0288 -3.6689 0.07 0.26 0.46
H -2.5405 2.0726 -1.8826 0.19 0.13 0.17
H -5.5468 -1.6203 -1.1362 1.63 -0.15 2.06
H 1.5826 -3.0881 2.0987 0.21 -2.19 -0.90
H 3.5702 0.2531 -3.4707 -2.23 -1.09 0.74
H 2.6047 -0.3558 -7.3696 0.04 -0.07 -0.26
H 3.9486 3.5960 0.3306 -1.96 0.51 1.62
H -4.5319 5.3747 2.9179 -0.05 0.23 0.15
H 1.0825 -4.0480 4.3771 1.91 -0.58 -0.77
H 5.5328 -2.5621 -0.8798 0.21 0.55 0.00
H -3.2322 -3.8888 5.6743 -0.16 0.03 0.22
H -2.4071 -4.5229 -2.4543 -0.03 -0.77 2.13
H -0.1254 -3.6435 -0.5764 0.10 -2.49 0.57
H -0.1045 6.9778 -0.3309 0.15 0.02 -0.10
H 7.2197 -3.0253 0.6004 0.06 -0.06 0.24
H -1.4527 -6.4915 0.0595 0.36 1.48 -1.92
H -6.5065 -0.5596 0.7680 1.96 -1.10 0.99
H 6.7049 -1.5868 1.5196 -0.06 -0.05 -0.15
H 2.9831 -1.5614 -4.9057 -1.76 -0.19 2.02
H -10.0913 -3.0585 1.8865 -0.20 0.17 0.11
H -5.3717 0.1168 2.8797 1.63 -1.81 -1.04
H -1.6472 -3.0336 4.2574 0.24 -0.20 0.20
H 0.6840 2.2663 -4.0698 -0.10 0.35 0.46
H 6.5348 -0.5861 -2.6481 -0.08 -0.23 -0.03
H 3.2339 5.1722 1.0808 -0.45 -2.56 -0.26
H -9.6449 -2.8101 3.6032 -0.26 0.15 -0.10
H 5.7597 1.8987 1.4080 0.21 0.05 0.18
H 7.3581 -1.6937 -3.7770 0.05 0.22 -0.03
H -6.2356 -2.2643 1.5286 1.19 2.30 -0.86
H 2.7884 -3.2431 4.1885 -1.08 -2.15 -0.38
H -3.4081 -5.7403 -1.3702 1.76 1.63 -0.13
H 1.7964 3.7291 -0.9885 -0.42 0.23 2.56
```
Forces are in eV/Å.

E list, top to bottom, in eV: -109767.3372 -113203.5923